The molecule C4H8O at a distorted geometry. Source: OMol25; level of theory: wB97M-V/def2-TZVPD.

The spin multiplicity is 1. As for the charge: 0. The calculation puts the highest occupied orbital energy at -9.48 eV. As for the SMILES: C=CCCO. The HOMO-LUMO gap is 0.3849 Ha. As for the relative energy (zero: lowest compared OMol25 entry of this formula, charge and spin): 110.63 kJ/mol.

The geometry in XYZ format:
```
13
C4H8O | OMol25 | wB97M-V/def2-TZVPD
C -1.39 0.30 -0.45
C -0.10 0.56 0.31
C 0.90 -0.57 0.02
C 2.22 -0.32 -0.13
H -2.44 -0.63 0.94
H -1.18 0.19 -1.50
H -1.99 1.20 -0.35
H 0.33 1.55 0.08
H -0.38 0.48 1.38
H 0.54 -1.61 -0.01
H 2.64 0.73 0.05
H 2.95 -1.07 -0.39
O -2.10 -0.83 0.03
```